The following is a DFT calculation (the ωB97M-V functional and the def2-TZVPD basis) of C38H37FMoN6O6 as an isolated structure in a non-equilibrium geometry.

Element x y z (Å)
Mo: -0.3866 0.5068 -0.0898
C: 0.2148 1.7741 3.0273
N: 0.0631 2.3562 1.6869
C: 1.1501 3.3411 1.4479
C: 2.6623 2.9921 1.4441
C: 3.1400 1.5821 1.7912
N: 2.5954 0.6040 0.9041
C: 3.3772 0.0544 0.0622
C: 2.9944 -1.0625 -0.7535
C: 3.9063 -1.6872 -1.6063
C: 3.5723 -2.8456 -2.2750
C: 2.3249 -3.4296 -2.0649
C: 1.4067 -2.8391 -1.2239
C: 1.6902 -1.6108 -0.5918
O: 0.8030 -0.9723 0.1035
C: -1.1555 3.2072 1.6418
C: -2.5026 2.6576 2.1382
C: -2.8530 1.2197 1.7310
N: -2.4575 0.9733 0.3676
C: -3.3918 1.0264 -0.5202
C: -3.1061 1.2164 -1.9070
C: -3.9725 0.8558 -2.9402
C: -3.6682 1.1635 -4.2475
C: -2.5082 1.8779 -4.5323
C: -1.6621 2.2910 -3.5273
C: -1.9042 1.9377 -2.1867
O: -1.0921 2.2698 -1.2305
H: 0.5793 2.5236 3.7415
H: 0.8896 0.9239 2.9937
H: -0.7383 1.4021 3.3868
H: 1.0376 4.1197 2.2204
H: 0.9137 3.8134 0.4906
H: 3.1529 3.6671 2.1495
H: 3.0757 3.2306 0.4597
H: 2.8525 1.3245 2.8137
H: 4.2447 1.5953 1.7398
H: 4.4338 0.3614 -0.0171
H: 4.8869 -1.2469 -1.7318
H: 4.2819 -3.3166 -2.9382
H: 2.0750 -4.3564 -2.5655
H: 0.4382 -3.2926 -1.0587
H: -1.2752 3.5186 0.5987
H: -0.9744 4.1128 2.2474
H: -3.2546 3.3412 1.7318
H: -2.5654 2.7161 3.2280
H: -3.9346 1.0688 1.8582
H: -2.3334 0.5383 2.3958
H: -4.4389 1.0377 -0.2072
H: -4.8599 0.2861 -2.7056
H: -4.3226 0.8557 -5.0486
H: -2.2611 2.0953 -5.5618
H: -0.7582 2.8343 -3.7548
C: -2.4167 -2.5107 -2.5155
C: -1.6518 -2.5915 -3.6752
C: -0.5886 -1.7204 -3.8028
C: -0.3126 -0.7928 -2.7992
N: -1.0422 -0.7501 -1.6501
C: -2.0651 -1.6110 -1.5362
C: 0.7273 0.2142 -2.8933
C: 1.4543 0.4863 -4.0573
C: 2.3420 1.5418 -4.0906
C: 2.4730 2.3554 -2.9756
C: 1.7376 2.0858 -1.8368
C: 0.8857 0.9950 -1.7376
H: -3.2719 -3.1484 -2.3679
H: -1.8782 -3.3119 -4.4465
H: 0.0529 -1.7681 -4.6690
H: -2.6105 -1.5915 -0.6025
H: 1.3099 -0.1084 -4.9451
H: 2.9077 1.7537 -4.9869
H: 3.1285 3.2140 -2.9955
H: 1.8098 2.7580 -1.0001
F: 1.7228 -5.2572 2.9381
C: 1.1679 -4.2836 3.6833
C: 0.0002 -3.7283 3.3017
N: -0.6098 -2.7544 4.0265
C: -1.8918 -2.2607 3.5853
C: -1.8043 -1.5918 2.1700
O: -2.7376 -1.7863 1.3997
O: -0.8138 -0.8445 2.0053
C: -0.0152 -2.2118 5.1471
O: -0.4892 -1.2973 5.7803
N: 1.1611 -2.8250 5.5169
C: 1.8443 -3.8750 4.9044
O: 2.8508 -4.3313 5.3893
H: -0.5042 -4.0383 2.3985
H: -2.2158 -1.4915 4.2918
H: -2.6264 -3.0699 3.5640
H: 1.5843 -2.4663 6.3664

Forces on the atoms, in the same order (eV/Å):
-0.4519 1.7348 0.2438
0.0345 -0.2262 0.2393
-0.1984 -0.3838 -0.1772
0.3687 0.3501 -0.2146
-0.0628 -0.2947 0.0743
0.4480 0.4260 -0.0089
0.1561 0.0234 -0.1774
0.2056 0.5356 0.6983
-0.7180 -0.7442 -0.3162
-0.2019 0.1788 0.2229
-0.0115 -0.1856 -0.1532
0.2482 0.0688 0.0363
-0.2193 0.3958 0.2966
1.3144 -0.6229 -1.0472
-0.0310 -0.8073 0.6168
-0.4571 0.4501 -0.1018
0.2334 -0.2646 -0.1057
-0.2831 0.2767 0.8946
-0.9302 -0.3263 -0.1452
0.2358 0.0714 0.1774
0.3966 0.3323 -0.4524
0.0870 0.0304 0.0813
-0.2255 -0.1739 -0.0524
0.0596 0.0565 0.1257
0.1302 0.0066 0.0698
-0.8744 -0.0407 -0.4549
0.8134 -0.3695 0.6650
0.0068 0.0226 -0.0486
-0.0213 0.0353 0.0195
0.0314 -0.0632 0.0006
-0.1547 -0.1224 -0.1687
-0.0479 0.0222 0.1155
-0.0356 0.0196 -0.0425
-0.0461 -0.0105 0.0996
0.1397 0.0176 -0.0623
-0.1317 0.0284 0.1440
-0.0408 0.0011 0.0932
0.0872 0.0221 0.0154
0.0710 -0.0215 -0.0572
-0.0138 -0.0242 0.0114
-0.1089 0.0202 0.0026
0.0896 -0.0329 0.2373
0.0442 -0.1373 -0.1651
0.0424 0.0029 0.0673
-0.0303 0.0131 -0.0482
0.2124 -0.0422 -0.0742
-0.1222 0.1209 -0.1505
0.1084 0.0071 0.1520
-0.1848 -0.0034 0.0324
-0.0641 -0.0551 -0.0466
0.0234 0.0954 -0.0678
0.1382 0.0928 0.0176
0.1656 -0.1251 -0.3213
0.0776 0.3751 0.3862
-0.1145 -0.1081 0.0387
-0.3011 -0.2109 0.0571
-0.1224 -0.9055 -1.2980
-0.1518 -0.0801 0.3156
0.2937 0.4471 0.3708
-0.0892 -0.0823 0.1264
0.0204 -0.1056 -0.1765
-0.1078 -0.0014 0.1824
0.0712 0.0923 0.3008
0.0997 -0.2113 -0.5352
-0.0814 -0.0912 0.1152
-0.0126 -0.0423 -0.0698
0.0101 0.0858 -0.0362
0.0478 0.0837 0.1320
-0.0136 -0.1010 -0.1189
0.0069 -0.0307 -0.0581
0.0780 0.0699 -0.0338
0.0955 0.0895 0.0620
-0.0071 0.1876 0.2204
-0.4234 -0.1146 -0.5136
0.9068 -0.5783 0.0888
0.0005 0.3083 0.4405
-0.2879 0.4011 -0.7415
-0.2280 -0.5659 1.0770
-0.6744 -0.2507 -0.3923
0.6745 0.9252 -0.5916
-0.0875 -0.1950 -0.1599
-0.1437 0.3383 0.2254
0.2563 0.0936 0.2676
-0.2458 0.1163 -0.0443
0.1625 -0.1267 -0.1056
0.0111 -0.0624 -0.0597
0.0556 -0.1717 -0.0759
0.0968 0.0929 -0.0112
-0.0974 -0.0522 -0.1751

## Properties
Energy above the lowest of the compared OMol25 structures with the same formula, charge and spin (kJ/mol): 5.0
Kohn-Sham gap (spin up / spin down) (eV): 7.3173 / 7.4669
Expectation value of S²: 2.0165
Electronic energy (eV): -65806.4489
HOMO energy (spin up / spin down) (Ha): -0.28124 / -0.29396
2S+1: 3

Atomic partial charges in e from the Mulliken method, atoms 1 to 8: number 1, Mo, carries 0.3158; number 2, C, carries -1.4257; number 3, N, carries 2.0023; number 4, C, carries -1.9014; number 5, C, carries -0.6305; number 6, C, carries -1.2924; number 7, N, carries 0.2691; number 8, C, carries -0.2469